[1]
Molecular formula: CClFN2O3
Method: DFT, ωB97M-V/def2-TZVPD

```
8
Properties=species:S:1:pos:R:3:lowdin_charge:R:1
C -0.18635 -1.15792 0.66346 -0.69
N -0.34797 0.01087 0.14814 -0.18
N 0.19075 0.57065 -1.14936 -0.32
O -0.70895 0.92402 0.92057 -0.09
O -0.17943 -0.14468 -2.01668 0.15
O 0.89518 1.52265 -1.19937 0.19
F -0.09192 -2.24923 -0.03337 0.12
Cl -0.31681 -1.21011 2.38322 0.82
```

Computed properties:
**Energy relative to the best compared isomer or geometry (same formula, charge and spin)**: 128.06 kJ/mol
**Lowest unoccupied orbital energy (spin up / spin down)**: -0.842 / -0.843 eV
**Kohn-Sham gap (spin up / spin down)**: 8.83 / 8.82 eV
**E_tot**: -933.136579 a.u.

[2]
Molecular formula: CClN3O3
Method: DFT, ωB97M-V/def2-TZVPD

```
8
Properties=species:S:1:pos:R:3:lowdin_charge:R:1
C 1.05705 -0.45681 -0.73520 -0.37
N 1.84510 0.20203 -1.25047 0.21
N 0.11279 -1.13349 -0.10927 -0.03
N -1.28520 0.84964 -0.42166 -0.29
O -2.33679 0.55420 -0.79852 0.16
O -0.64914 1.73059 -0.03219 0.15
O -0.00770 -1.10048 1.14579 -0.53
Cl 1.26390 -0.64567 2.20152 0.70
```

Computed properties:
**Energy relative to the best compared isomer or geometry (same formula, charge and spin)**: 121.99 kJ/mol
**Lowest unoccupied orbital energy (spin up / spin down)**: -1.384 / -2.099 eV
**Kohn-Sham gap (spin up / spin down)**: 8.86 / 7.65 eV
**E_tot**: -887.964941 a.u.

[3]
Molecular formula: CClN5O2
Method: DFT, ωB97M-V/def2-TZVPD

```
9
Properties=species:S:1:pos:R:3:lowdin_charge:R:1
C 1.06291 1.45806 1.04666 -0.78
N 0.76429 1.95036 0.05748 0.12
N 0.43117 -2.63643 -1.37440 0.28
N 0.16120 -1.72385 -0.78864 -0.13
N -0.14650 -0.80617 -0.06986 0.09
N -1.10175 0.15098 -0.35354 -0.47
O -1.56073 0.64541 0.63009 0.08
O -1.47235 0.22066 -1.48650 0.10
Cl 1.86177 0.74100 2.33872 0.71
```

Computed properties:
**Energy relative to the best compared isomer or geometry (same formula, charge and spin)**: 53.71 kJ/mol
**Lowest unoccupied orbital energy**: -0.457 eV
**Kohn-Sham gap**: 10.84 eV
**E_tot**: -922.320920 a.u.

[4]
Molecular formula: CClNO2S2
Method: DFT, ωB97M-V/def2-TZVPD

```
7
Properties=species:S:1:pos:R:3:lowdin_charge:R:1
C 0.27578 -1.32635 1.58742 -1.02
N 0.65736 -0.38461 0.93339 -0.11
O -1.58864 0.73409 -0.72997 -0.50
O 0.16308 -0.53059 -1.92379 -0.51
S -0.03970 -2.69252 2.38073 0.38
S -0.17507 0.56853 -1.00943 0.76
Cl 1.41630 10.27740 -3.04715 -1.00
```

Computed properties:
**Charge**: -2
**Energy relative to the best compared isomer or geometry (same formula, charge and spin)**: 48.66 kJ/mol
**Lowest unoccupied orbital energy**: 4.539 eV
**Kohn-Sham gap**: 6.69 eV
**E_tot**: -1500.012387 a.u.

[5]
Molecular formula: CClNO4
Method: DFT, ωB97M-V/def2-TZVPD

```
7
Properties=species:S:1:pos:R:3:lowdin_charge:R:1
C 1.29909 0.27259 0.04543 -1.04
N -1.24765 -0.28362 -0.07472 -0.22
O 0.51338 -0.58329 -0.37314 0.00
O 1.02490 1.31671 0.53634 0.07
O -1.62898 -0.79138 0.91984 0.24
O -1.62649 0.28009 -0.98271 0.27
Cl 2.93986 -0.38463 -0.21336 0.68
```

Computed properties:
**Energy relative to the best compared isomer or geometry (same formula, charge and spin)**: 161.38 kJ/mol
**Lowest unoccupied orbital energy (spin up / spin down)**: -1.961 / -1.960 eV
**Kohn-Sham gap (spin up / spin down)**: 9.05 / 9.05 eV
**E_tot**: -853.861118 a.u.

[6]
Molecular formula: CCuF3OS
Method: DFT, ωB97M-V/def2-TZVPD

```
7
Properties=species:S:1:pos:R:3:lowdin_charge:R:1
Cu -0.35500 -1.67898 1.24454 0.73
S 0.49789 -0.53324 -1.32896 1.21
O -0.24582 -1.72056 -0.56033 -0.51
C 0.13517 0.80105 -0.24395 -0.62
F 0.91798 1.83120 -0.34685 0.22
F 0.16901 0.14110 1.43011 -0.21
F -1.11924 1.15942 -0.19457 0.18
```

Computed properties:
**Charge**: +1
**Multiplicity**: 2
**Lowest unoccupied orbital energy (spin up / spin down)**: -6.155 / -8.312 eV
**Kohn-Sham gap (spin up / spin down)**: 9.71 / 6.78 eV
**E_tot**: -2451.207298 a.u.

[7]
Molecular formula: CF2N2
Method: DFT, ωB97M-V/def2-TZVPD

```
5
Properties=species:S:1:pos:R:3:lowdin_charge:R:1
C -0.34468 -0.15823 0.46085 -0.51
N -0.83768 -0.44840 -0.71179 0.18
N -1.36147 0.65376 0.09556 0.18
F 0.50231 -0.58469 1.25585 0.26
F 2.04153 0.53755 -1.10048 -0.11
```

Computed properties:
**Energy relative to the best compared isomer or geometry (same formula, charge and spin)**: 579.77 kJ/mol
**Lowest unoccupied orbital energy (spin up / spin down)**: -0.688 / -4.221 eV
**Kohn-Sham gap (spin up / spin down)**: 11.79 / 5.11 eV
**E_tot**: -347.084186 a.u.

[8]
Molecular formula: CF3Mg2NO4S3
Method: DFT, ωB97M-V/def2-TZVPD

```
14
Properties=species:S:1:pos:R:3:lowdin_charge:R:1
Mg 1.82970 -1.16832 1.18141 1.00
N 0.07491 -0.69851 1.85479 -0.40
S -0.95190 0.13413 1.17737 0.51
O -0.70558 0.87755 -0.14531 -0.45
C -2.22387 -1.00803 0.42155 -0.70
F -2.70130 -1.84653 1.32918 0.14
F -1.61174 -1.69498 -0.55058 0.10
F -3.23298 -0.33012 -0.10926 0.15
Mg 0.66780 0.60906 -1.44796 0.79
S 3.67335 0.25942 -0.91923 0.50
O 2.15006 -0.25292 -0.45299 -0.98
S 2.93815 2.22284 -1.68223 0.52
O 1.73608 1.70712 -2.65049 -0.83
O -1.64268 1.18927 1.99373 -0.34
```

Computed properties:
**Energy relative to the best compared isomer or geometry (same formula, charge and spin)**: 0.00 kJ/mol
**Lowest unoccupied orbital energy**: -2.571 eV
**Kohn-Sham gap**: 5.79 eV
**E_tot**: -2288.236911 a.u.

[9]
Molecular formula: CF7N2O11S5Sn
Method: DFT, ωB97M-V/def2-TZVPD

```
27
Properties=species:S:1:pos:R:3:lowdin_charge:R:1
Sn -0.72413 -17.05379 13.52457 1.09
N 0.40754 -19.78582 13.98683 -0.36
S 1.78855 -20.17808 13.52293 0.36
O 1.99199 -21.58206 13.07862 -0.32
O 2.93270 -19.41782 13.93939 -0.26
F 1.53499 -19.53489 12.10259 -0.22
S 0.73680 -20.29374 15.60081 0.56
O 1.53362 -19.43857 16.48084 -0.30
O 1.00464 -21.71773 15.73216 -0.29
F -0.73899 -20.10416 16.22962 -0.22
N 1.06188 -15.79043 11.60560 -0.35
S 0.77535 -14.66287 10.32075 0.58
O 0.74443 -15.29747 8.99324 -0.30
O 1.37764 -13.33002 10.38989 -0.28
F -0.77224 -14.39614 10.65460 -0.20
S 2.48940 -15.71168 11.25457 0.34
O 3.34281 -14.64669 11.76974 -0.28
O 2.88101 -16.53823 10.14673 -0.26
F 2.82968 -16.80700 12.41199 -0.26
C -5.48616 -14.11576 13.52163 -0.67
F -5.93074 -14.57899 14.77395 0.05
F -5.74188 -15.01725 12.59295 0.13
F -6.14471 -13.04854 13.25888 0.16
S -3.59674 -13.76049 13.54648 0.51
O -3.36145 -12.88107 14.70439 -0.36
O -2.99907 -15.10018 13.57633 -0.51
O -3.27896 -13.06420 12.25516 -0.37
```

Computed properties:
**Charge**: -2
**Multiplicity**: 2
**Lowest unoccupied orbital energy (spin up / spin down)**: 3.028 / 3.132 eV
**Kohn-Sham gap (spin up / spin down)**: 6.16 / 7.97 eV
**E_tot**: -3879.502096 a.u.